{
  "formula": "C13H15N3O7S",
  "method": "wB97M-V/def2-TZVPD",
  "elements": ["C", "S", "O", "O", "O", "N", "C", "C", "C", "C", "C", "C", "C", "C", "C", "C", "N", "O", "O", "C", "C", "N", "O", "O", "H", "H", "H", "H", "H", "H", "H", "H", "H", "H", "H", "H", "H", "H", "H"],
  "positions_angstrom": [[-3.05, -3.47, 1.54], [-3.19, -1.97, 0.68], [-2.87, -0.94, 1.88], [-4.57, -1.73, 0.35], [-2.09, -1.85, -0.44], [-1.02, -0.99, -0.30], [-1.12, 0.19, -0.22], [-2.51, 1.17, -0.32], [-2.34, 2.14, -1.39], [-1.19, 2.96, -1.29], [0.05, 2.14, -1.02], [0.17, 1.21, -0.10], [1.31, 0.35, 0.10], [1.58, -0.53, -1.20], [2.67, -1.16, -1.02], [3.72, -1.04, -0.09], [4.98, -1.96, -0.14], [5.71, -1.74, 0.69], [5.10, -2.61, -1.33], [3.43, -0.26, 1.10], [2.30, 0.58, 0.74], [2.26, 1.30, 2.13], [3.21, 1.54, 2.60], [1.10, 1.66, 2.55], [-1.98, -3.59, 1.91], [-3.74, -3.51, 2.15], [-3.17, -4.17, 0.58], [-3.37, 0.37, -0.68], [-2.66, 1.25, 0.51], [-3.29, 2.63, -1.18], [-2.25, 1.61, -2.39], [-1.08, 3.94, -1.91], [-1.29, 3.49, -0.38], [0.31, 1.54, -2.06], [0.93, 2.78, -0.87], [-0.12, 1.55, 0.92], [0.88, -0.74, -1.92], [3.02, -1.87, -1.99], [4.15, -0.25, 1.82]],
  "mulliken_charge": [-0.988, 1.139, -0.643, -0.566, -0.214, -0.235, 0.008, -1.950, -0.350, -1.082, -0.471, 0.560, -0.809, -0.588, -0.638, -0.125, 0.883, -0.505, -0.563, -0.887, 1.420, 1.127, -0.597, -0.661, 0.266, 0.463, 0.322, 0.086, 1.598, 0.410, 0.274, 0.351, 0.478, 0.225, 0.286, 0.649, 0.557, 0.177, 0.592],
  "homo_ev": -9.668,
  "smiles": "CS(=O)(=O)O/N=C1\\CCCC[C@@H]1c1ccc([N+](=O)[O-])cc1[N+](=O)[O-]",
  "total_charge": 0,
  "e_tot_ha": -1592.7544
}